w:
DFT (wB97M-V/def2-TZVPD) results for 3 unconnected molecules or ions with the total composition FHOS.

```
4
Properties=species:S:1:pos:R:3
O -0.67037 0.41999 0.22593
F -0.77598 -0.48958 1.79756
S -0.26700 -0.33292 -0.89611
H 1.71335 0.40251 -1.12738
```

Computed properties:
M: 68.07 g mol⁻¹
HOMO (alpha / beta): -10.68 / -10.67 eV

=====

x:
DFT (wB97M-V/def2-TZVPD) results for 2 unconnected molecules or ions with the total composition FHOS.

```
4
Properties=species:S:1:pos:R:3
O 0.73894 0.42617 -0.16003
F -0.44645 1.51432 -0.63942
S 0.25328 -0.97153 -0.14320
H -0.54577 -0.96895 0.94265
```

Computed properties:
M: 68.07 g mol⁻¹
HOMO (alpha / beta): -10.58 / -11.04 eV

=====

We find x to be the most stable, with the next structure 2.666 eV higher.

=====

w:
DFT (wB97M-V/def2-TZVPD) results for a single C2H4BFO molecule.

```
9
Properties=species:S:1:pos:R:3
B 1.33264 0.26042 0.49793
C -0.98230 -0.77811 -0.16142
C -0.32170 0.46855 -0.33340
O -2.10900 -1.02586 0.22090
F -1.04356 1.60494 -0.04485
H 2.02009 -0.67585 0.52741
H 1.42183 1.31652 0.97320
H -0.24973 -1.70860 -0.26834
H -0.06829 0.53798 -1.41142
```

Computed properties:
SMILES: B[C@H](F)C=O
M: 73.86 g mol⁻¹
HOMO: -10.02 eV

=====

x:
DFT (wB97M-V/def2-TZVPD) results for a single C2H4BFO molecule.

```
9
Properties=species:S:1:pos:R:3
B -0.61894 -0.83014 -0.67416
C 0.38019 1.18769 0.73610
C 0.45019 -0.10453 0.00989
O 1.27642 1.93399 0.93900
F 1.66611 -0.56016 0.26572
H -1.70304 -0.14660 -0.46163
H -0.73601 -1.91868 -0.24457
H -0.56865 1.39442 1.17720
H -0.14627 -0.95599 -1.74755
```

Computed properties:
M: 73.86 g mol⁻¹
HOMO: -11.20 eV

=====

We find w to be the most stable, with the next structure 0.898 eV higher.

=====

w:
DFT (wB97M-V/def2-TZVPD) results for a gas-phase ion, C3H8NO2 (charge +1).

```
14
Properties=species:S:1:pos:R:3
O -1.85440 1.50663 1.51368
C -1.40196 0.42383 0.93021
C -0.09856 0.69452 0.18022
N 0.27786 -0.59235 -0.47645
C 1.63773 -0.78207 -1.04618
O -1.92646 -0.65649 0.89278
H -2.56740 1.28077 2.14158
H 0.63949 0.95612 0.94063
H -0.22837 1.49785 -0.52696
H 0.01251 -1.31184 0.20051
H -0.40569 -0.71344 -1.23035
H 2.35874 -0.63972 -0.24423
H 1.89928 0.05422 -1.70073
H 1.65722 -1.71803 -1.57472
```

Computed properties:
net charge: +1
SMILES: C[NH2+]CC(=O)O
M: 90.10 g mol⁻¹
HOMO: -15.75 eV

=====

x:
DFT (wB97M-V/def2-TZVPD) results for a molecular structure, C3H8NO2.

```
14
Properties=species:S:1:pos:R:3
C 1.14532 -1.10916 0.73864
C 1.02627 0.14884 0.11950
C -1.71723 -0.16996 -0.32617
N -0.67639 0.81744 -0.15453
O 1.18738 -0.87198 -0.75232
O 1.84375 1.16437 0.17591
H 2.24165 -1.32115 1.10328
H 0.39538 -1.83908 0.96952
H -1.38432 -0.86159 -0.99918
H -2.04140 -0.68101 0.59148
H -2.71123 0.24335 -0.70435
H -0.75171 1.34339 0.82306
H -0.56606 1.53853 -0.88373
H 2.00861 1.59801 -0.70110
```

Computed properties:
net charge: +1
M: 90.10 g mol⁻¹
HOMO: -16.16 eV

=====

We find w to be the most stable, with the next structure 2.961 eV higher.